# 1
The following is a quantum chemistry calculation of the molecule C5H10N2O, from the Open Molecules 2025 dataset.

ORCA input file:
```
! wB97M-V def2-TZVPD RIJCOSX def2/J DEFGRID3
* xyz 0 1
C 0.742 1.262 -0.384
C -0.168 0.347 0.455
C -0.461 -0.772 -0.532
C 0.814 2.658 0.230
C -0.794 -2.055 0.200
N 1.364 0.822 -1.392
N 0.725 -1.003 -1.316
O -1.541 -0.246 -1.257
H 0.570 0.101 1.280
H -1.191 0.823 0.889
H 1.875 3.080 0.002
H 0.836 2.448 1.319
H -0.039 3.281 -0.023
H 0.078 -2.293 0.761
H -0.853 -2.909 -0.562
H -1.667 -2.067 1.005
H 0.450 -1.244 -2.239
H -1.597 -0.688 -2.064
*
```

Its frontier orbital gap is 10.11 eV. For the strongest force on any atom, the calculation gives 3.96 eV/Å.



# 2
The following is a quantum chemistry calculation of a structure of composition C37H96Cl4N8O9, from the Open Molecules 2025 dataset.

ORCA input file:
```
! wB97M-V def2-TZVPD RIJCOSX def2/J DEFGRID3
* xyz 4 1
C -5.851 3.279 5.575
C -4.304 3.498 5.622
O -3.589 2.867 4.846
N -3.714 4.401 6.439
H -4.226 4.937 7.118
H 1.020 10.611 9.406
C -2.281 4.298 6.577
H -5.920 2.191 5.408
H -6.164 3.712 4.644
H -6.382 3.717 6.416
H -2.184 4.579 7.645
H -1.631 4.951 6.011
H -1.897 3.317 6.479
C 0.129 -0.319 1.814
C 0.669 -1.525 1.096
O 0.844 -1.421 -0.076
N 1.194 -2.791 1.770
H 1.260 -3.509 1.007
H 2.200 -2.653 2.103
C 0.512 -3.399 2.947
H 0.929 0.200 2.304
H -0.737 -0.438 2.452
H -0.351 0.342 1.021
H 1.005 -4.384 3.097
H -0.519 -3.462 2.664
H 0.699 -2.699 3.760
C 6.433 -3.820 2.157
C 5.957 -4.414 3.426
O 5.664 -5.531 3.585
N 5.778 -3.352 4.584
H 6.733 -3.131 4.859
H 5.249 -2.560 4.210
C 5.098 -3.854 5.829
H 7.315 -4.383 1.696
H 6.688 -2.771 2.302
H 5.537 -3.979 1.397
H 4.086 -4.160 5.499
H 5.048 -3.094 6.597
H 5.671 -4.743 6.202
C -2.033 -9.264 2.372
C -1.509 -8.986 0.962
O -2.078 -9.207 -0.064
N -0.234 -8.211 0.888
H -0.426 -7.259 0.398
H 0.092 -7.942 1.776
C 0.786 -8.901 -0.007
H -3.015 -9.716 2.187
H -2.126 -8.296 2.776
H -1.394 -9.831 3.028
H 1.532 -9.468 0.568
H 1.238 -8.209 -0.703
H 0.263 -9.648 -0.579
C -6.682 -1.769 0.436
C -5.588 -1.521 1.436
O -4.673 -2.171 1.679
N -5.805 -0.240 2.204
H -4.840 -0.001 2.545
H -6.123 0.565 1.455
C -6.893 -0.211 3.271
H -6.670 -2.857 0.484
H -6.295 -1.484 -0.540
H -7.685 -1.394 0.546
H -7.007 0.832 3.604
H -6.586 -0.848 4.115
H -7.877 -0.518 2.835
C 3.209 3.488 -5.415
C 4.176 3.017 -4.405
N 4.715 4.095 -3.392
C 5.557 5.057 -4.271
C 3.575 4.787 -2.550
C 4.001 6.053 -1.787
C 5.691 3.466 -2.430
C 5.408 1.941 -2.006
O 3.972 1.941 -1.629
C 3.432 0.712 -1.108
H 2.242 3.534 -4.925
H 3.108 2.744 -6.149
H 3.413 4.458 -5.904
H 5.042 2.595 -4.903
H 3.694 2.218 -3.815
H 5.988 5.792 -3.586
H 4.862 5.667 -4.785
H 6.293 4.490 -4.748
H 3.175 4.038 -1.938
H 2.878 5.084 -3.356
H 5.030 5.941 -1.441
H 3.199 6.121 -1.058
H 3.947 6.947 -2.412
H 5.900 4.128 -1.598
H 6.666 3.456 -2.898
H 6.133 1.694 -1.203
H 5.485 1.295 -2.867
H 3.970 0.373 -0.169
H 3.498 -0.188 -1.710
H 2.379 0.925 -0.949
C -1.186 -3.169 -4.169
C -0.185 -2.722 -5.155
N 1.165 -3.350 -5.084
C 1.010 -4.784 -5.233
C 2.185 -2.769 -6.104
C 2.001 -3.197 -7.552
C 1.748 -2.969 -3.704
C 3.033 -3.643 -3.160
O 4.147 -2.889 -3.781
C 5.374 -3.714 -3.906
H -1.464 -2.468 -3.440
H -0.641 -3.925 -3.584
H -2.071 -3.522 -4.699
H -0.067 -1.644 -5.169
H -0.440 -2.928 -6.199
H 2.028 -5.326 -5.227
H 0.396 -5.013 -6.122
H 0.435 -5.098 -4.360
H 3.091 -3.263 -5.803
H 2.334 -1.672 -5.939
H 2.840 -2.776 -8.034
H 1.144 -2.810 -8.048
H 2.073 -4.329 -7.726
H 1.003 -3.249 -2.972
H 1.842 -1.930 -3.583
H 3.085 -4.753 -3.225
H 2.989 -3.389 -2.096
H 5.946 -3.143 -4.629
H 5.193 -4.742 -4.150
H 5.790 -3.798 -2.885
C -3.922 7.374 4.209
O -4.692 6.455 3.415
C -3.991 5.379 2.802
C -4.627 4.977 1.417
N -6.172 4.982 1.503
H -6.531 4.039 1.582
H -6.473 5.537 2.289
C -6.874 5.537 0.324
C -6.562 7.097 0.105
O -5.239 7.367 -0.236
C -4.715 7.029 -1.480
H -3.224 7.901 3.533
H -3.313 6.756 4.899
H -4.588 8.103 4.731
H -4.108 4.509 3.440
H -2.983 5.574 2.496
H -4.385 3.950 1.181
H -4.335 5.639 0.650
H -7.925 5.403 0.592
H -6.662 4.897 -0.577
H -6.805 7.524 1.106
H -7.291 7.422 -0.647
H -3.640 6.924 -1.393
H -4.970 7.896 -2.110
H -5.118 6.166 -1.958
Cl -6.666 2.033 0.755
Cl 3.130 -5.307 0.356
Cl 3.135 -2.420 4.088
Cl -0.231 -5.578 -0.094
*
```

Its frontier orbital gap is 0.78 eV. For the strongest force on any atom, the calculation gives 5.54 eV/Å.



# 3
The following is a quantum chemistry calculation of a cluster of 2 separate species, C6H9Br in total, from the Open Molecules 2025 dataset.

ORCA input file:
```
! wB97M-V def2-TZVPD RIJCOSX def2/J DEFGRID3
* xyz 0 1
C -0.949 -2.223 1.628
C -0.640 -1.368 0.833
C 0.347 -0.577 0.005
C 1.551 -0.213 0.981
C -0.118 0.717 -0.688
C 0.699 1.607 -1.330
H -1.557 -2.908 2.171
H 0.789 -1.194 -0.774
H 2.379 0.197 0.413
H 1.865 -1.195 1.292
H 1.340 0.361 1.824
H -1.191 0.812 -0.652
H 1.752 1.554 -1.277
H 0.377 2.634 -1.320
Br -3.833 0.552 -1.458
H -2.808 1.242 -1.649
*
```

Its frontier orbital gap is 10.50 eV. For the strongest force on any atom, the calculation gives 6.88 eV/Å.



# 4
The following is a quantum chemistry calculation of a structure of composition C44H125CaN7O23, from the Open Molecules 2025 dataset.

ORCA input file:
```
! wB97M-V def2-TZVPD RIJCOSX def2/J DEFGRID3
* xyz 0 1
Ca -1.944 -1.466 1.924
C 0.355 0.402 0.745
O -0.302 -0.834 0.644
H -0.338 1.250 1.049
H 1.310 0.388 1.479
H 0.783 0.840 -0.184
C -0.714 6.122 1.758
O -0.666 4.825 1.291
H -0.037 6.265 2.537
H -0.503 6.806 0.912
H -1.762 6.328 2.079
C -4.987 -1.843 -0.993
C -5.062 -1.195 0.400
C -5.331 -2.310 1.453
O -4.147 -2.969 1.657
C -4.281 -4.104 2.512
N -3.800 -0.419 0.508
H -4.188 -2.619 -0.869
H -4.777 -1.098 -1.755
H -5.891 -2.327 -1.348
H -5.880 -0.506 0.519
H -6.048 -3.039 1.154
H -5.639 -1.800 2.353
H -4.327 -3.790 3.586
H -3.390 -4.758 2.541
H -5.160 -4.663 2.254
H -3.946 0.103 1.379
H -3.632 0.174 -0.270
C -0.269 -5.751 3.014
C -0.656 -4.306 3.031
C 0.382 -3.368 3.571
O -0.103 -2.052 3.645
C 0.780 -1.018 4.102
N -1.143 -3.780 1.761
H 0.669 -5.940 2.512
H -1.185 -6.244 2.581
H -0.100 -6.157 4.039
H -1.528 -4.266 3.641
H 1.339 -3.423 2.993
H 0.512 -3.686 4.620
H 1.305 -1.305 5.037
H 0.096 -0.205 4.378
H 1.495 -0.664 3.366
H -0.334 -3.807 1.143
H -1.771 -4.468 1.374
C -2.070 -7.102 -2.175
C -2.654 -5.652 -1.926
C -4.006 -5.737 -1.191
O -5.075 -6.366 -1.967
C -5.580 -5.546 -3.019
N -1.729 -4.866 -1.164
H -1.008 -7.050 -2.388
H -2.699 -7.491 -2.928
H -2.196 -7.561 -1.248
H -2.812 -5.336 -2.973
H -4.403 -4.760 -0.906
H -3.822 -6.322 -0.307
H -4.741 -5.193 -3.632
H -6.083 -4.682 -2.678
H -6.189 -6.159 -3.666
H -1.812 -3.846 -1.288
H -0.764 -5.081 -1.265
C 5.748 -4.042 2.502
C 5.127 -4.295 3.874
C 4.102 -3.152 4.102
O 4.644 -1.790 3.987
C 5.664 -1.422 4.918
N 4.320 -5.492 3.843
H 6.038 -2.977 2.380
H 5.069 -4.409 1.735
H 6.641 -4.619 2.425
H 5.927 -4.261 4.621
H 3.608 -3.261 5.063
H 3.405 -3.255 3.296
H 5.359 -1.479 5.980
H 5.851 -0.425 4.675
H 6.650 -1.897 4.792
H 4.691 -6.094 3.180
H 4.411 -6.048 4.689
C 3.521 -0.400 -3.933
C 3.182 1.057 -3.384
C 3.745 2.045 -4.420
O 3.811 3.433 -4.069
C 2.839 4.247 -4.798
N 1.685 1.075 -3.309
H 2.830 -1.110 -3.462
H 4.539 -0.688 -3.720
H 3.398 -0.384 -5.054
H 3.698 1.253 -2.486
H 3.289 1.924 -5.399
H 4.836 1.806 -4.533
H 3.176 4.318 -5.826
H 2.753 5.239 -4.292
H 1.861 3.859 -4.795
H 1.390 2.049 -3.264
H 1.438 0.731 -2.374
C 5.748 0.522 -0.955
C 5.543 0.644 0.560
C 6.509 1.463 1.343
O 6.256 1.233 2.678
C 7.347 1.527 3.656
N 4.095 1.045 0.656
H 5.489 1.489 -1.466
H 5.152 -0.230 -1.380
H 6.742 0.240 -1.216
H 5.583 -0.327 1.016
H 6.482 2.535 1.017
H 7.521 1.114 1.084
H 7.774 2.511 3.408
H 8.078 0.754 3.591
H 6.783 1.594 4.554
H 3.710 1.050 1.605
H 3.875 1.958 0.301
C -2.224 7.013 -4.479
C -1.113 6.367 -5.351
C -1.084 4.859 -5.115
O -0.069 4.199 -5.848
C -0.420 2.837 -6.183
N -1.402 6.673 -6.752
H -2.177 6.651 -3.433
H -3.186 6.815 -4.870
H -1.985 8.084 -4.357
H -0.062 6.739 -5.008
H -2.076 4.321 -5.272
H -0.794 4.681 -4.062
H -1.359 2.819 -6.766
H -0.392 2.233 -5.258
H 0.417 2.565 -6.883
H -0.979 5.852 -7.209
H -0.966 7.538 -7.091
C -6.020 3.389 0.288
C -5.243 3.289 1.589
O -6.011 2.737 2.596
O -6.244 2.122 -0.283
H -5.457 4.105 -0.402
H -6.991 3.814 0.498
H -4.930 4.257 1.931
H -4.353 2.689 1.514
H -6.831 2.434 2.225
H -5.567 2.026 -0.990
C -3.143 0.602 4.359
C -3.849 -0.745 4.739
O -3.005 -1.841 4.435
O -2.519 0.533 3.139
H -2.368 0.861 5.056
H -3.851 1.405 4.442
H -4.663 -0.874 4.078
H -4.317 -0.642 5.771
H -2.167 -1.821 4.997
H -1.749 1.928 2.991
C 3.299 -2.187 -0.738
C 2.908 -2.742 0.634
O 1.534 -2.913 0.847
O 2.764 -0.911 -0.996
H 3.005 -2.837 -1.602
H 4.385 -2.158 -0.708
H 3.431 -2.196 1.445
H 3.239 -3.749 0.589
H 1.111 -1.997 0.697
H 3.130 -0.291 -0.324
C -0.599 -1.555 -4.098
C -0.271 -1.858 -2.616
O -1.344 -1.546 -1.710
O 0.597 -1.723 -4.826
H -1.013 -0.548 -4.266
H -1.289 -2.243 -4.553
H 0.664 -1.377 -2.470
H -0.009 -2.920 -2.573
H -0.935 -1.204 -0.842
H 1.115 -0.890 -4.626
C -0.357 2.518 5.202
C -0.160 2.963 3.750
O -1.372 2.877 2.982
O -1.346 3.210 5.922
H 0.620 2.763 5.680
H -0.615 1.442 5.143
H 0.694 2.382 3.330
H 0.136 4.007 3.729
H -1.044 4.198 1.916
H -2.165 3.155 5.413
C 1.397 4.729 -1.626
C 2.348 4.011 -0.688
O 3.722 3.807 -1.166
O 0.071 4.747 -1.232
H 1.399 4.227 -2.567
H 1.746 5.709 -1.821
H 1.943 3.030 -0.205
H 2.482 4.703 0.163
H 3.721 3.568 -2.100
H -0.013 4.637 -0.246
C -2.436 1.580 -2.854
C -2.948 2.802 -2.098
O -4.361 2.976 -2.272
O -3.093 0.404 -2.338
H -1.356 1.397 -2.675
H -2.670 1.677 -3.918
H -2.546 3.777 -2.365
H -2.831 2.620 -1.014
H -4.562 2.456 -3.035
H -2.457 -0.270 -2.115
*
```

Its frontier orbital gap is 8.78 eV. For the strongest force on any atom, the calculation gives 3.63 eV/Å.